No. 1
This record from OMol25 describes a 16-piece molecular cluster, C64H112N16 overall at a distorted geometry. The level of theory is ωB97M-V/def2-TZVPD.

Its HOMO-LUMO gap is 11.258 eV. As for the relative energy (zero: lowest compared OMol25 entry of this formula, charge and spin): 269.3 kJ/mol.

Each line ends with the Mulliken charge.
Positions of all 192 atoms, in Å:
C1 -5.899 4.956 -22.029  -0.566
C2 -5.009 3.962 -22.806  -0.637
C3 -4.977 2.525 -22.326  -0.315
C4 -6.295 1.855 -22.506  0.155
N1 -7.304 1.408 -22.714  -0.314
H1 -5.373 5.313 -21.144  0.385
H2 -6.782 4.446 -21.644  -0.204
H3 -6.205 5.800 -22.649  0.312
H4 -3.994 4.353 -22.729  0.386
H5 -5.246 4.018 -23.869  0.360
H6 -4.783 2.569 -21.254  0.114
H7 -4.155 1.972 -22.781  0.431
C5 -9.600 5.057 -23.741  -1.105
C6 -9.381 3.622 -24.304  -0.392
C7 -10.353 2.671 -23.520  1.434
C8 -10.684 1.424 -24.206  -0.263
N2 -10.913 0.429 -24.693  -0.654
H8 -10.605 5.467 -23.847  0.201
H9 -8.889 5.780 -24.141  0.466
H10 -9.384 4.959 -22.677  0.139
H11 -8.317 3.422 -24.181  0.250
H12 -9.572 3.630 -25.377  0.468
H13 -11.220 3.304 -23.331  -0.015
H14 -9.940 2.294 -22.585  -0.452
C9 -14.216 2.880 -15.991  -0.602
C10 -14.087 1.429 -15.550  0.869
C11 -13.790 1.368 -14.050  -0.851
C12 -12.555 2.095 -13.586  0.151
N3 -11.595 2.652 -13.253  -0.508
H15 -14.469 2.915 -17.050  -0.166
H16 -13.340 3.493 -15.778  -0.051
H17 -15.069 3.332 -15.485  0.477
H18 -13.296 0.886 -16.067  -0.485
H19 -15.011 0.894 -15.769  0.223
H20 -13.681 0.333 -13.729  0.438
H21 -14.667 1.791 -13.558  0.548
C13 -18.166 2.725 -22.156  -0.503
C14 -17.851 4.149 -22.478  -0.015
C15 -17.917 5.083 -21.317  -0.558
C16 -17.021 4.637 -20.235  0.122
N4 -16.310 4.255 -19.433  -0.362
H22 -17.303 2.232 -21.708  -0.222
H23 -18.341 2.117 -23.043  0.319
H24 -18.994 2.568 -21.465  0.305
H25 -18.648 4.505 -23.131  0.501
H26 -16.895 4.280 -22.984  -0.396
H27 -18.906 4.999 -20.868  0.405
H28 -17.765 6.117 -21.625  0.333
C17 -12.209 1.006 -20.209  -0.963
C18 -13.580 1.358 -19.612  0.222
C19 -14.686 1.420 -20.645  1.145
C20 -14.596 2.502 -21.574  -0.377
N5 -14.487 3.359 -22.370  -0.185
H29 -11.357 0.896 -19.538  0.254
H30 -11.909 1.711 -20.985  0.080
H31 -12.236 0.097 -20.809  0.238
H32 -13.588 2.321 -19.101  -0.463
H33 -13.836 0.562 -18.912  0.529
H34 -15.653 1.543 -20.157  0.277
H35 -14.777 0.515 -21.246  -0.706
C21 -18.791 -0.882 -22.440  -0.369
C22 -18.751 -2.370 -22.491  -0.738
C23 -17.506 -2.906 -23.163  -0.614
C24 -16.186 -2.363 -22.742  0.171
N6 -15.191 -1.896 -22.436  -0.363
H36 -18.541 -0.448 -23.408  0.095
H37 -18.050 -0.460 -21.761  -0.039
H38 -19.791 -0.494 -22.246  0.482
H39 -19.656 -2.797 -22.922  0.393
H40 -18.707 -2.683 -21.448  0.254
H41 -17.587 -2.779 -24.243  0.280
H42 -17.376 -3.974 -22.985  0.448
C25 -19.889 1.146 -19.147  -0.961
C26 -18.945 0.113 -18.429  0.490
C27 -18.710 0.361 -16.924  -0.585
C28 -18.173 1.690 -16.586  0.227
N7 -17.708 2.709 -16.319  -0.477
H43 -19.894 0.893 -20.208  0.036
H44 -19.601 2.189 -19.017  0.313
H45 -20.905 1.148 -18.753  0.404
H46 -17.997 0.118 -18.967  -0.487
H47 -19.202 -0.937 -18.565  0.448
H48 -18.021 -0.358 -16.480  0.289
H49 -19.700 0.277 -16.476  0.351
C29 -12.913 4.848 -26.380  -1.364
C30 -14.197 4.784 -25.491  0.431
C31 -14.134 5.776 -24.299  1.177
C32 -14.050 7.183 -24.657  -0.004
N8 -14.042 8.286 -24.969  -0.612
H50 -12.455 5.836 -26.434  0.416
H51 -13.049 4.566 -27.424  0.393
H52 -12.060 4.267 -26.027  0.183
H53 -14.339 3.767 -25.125  -0.529
H54 -15.110 5.032 -26.032  0.531
H55 -13.362 5.553 -23.562  -0.192
H56 -15.031 5.757 -23.679  -0.481
C33 -15.582 8.370 -21.566  -0.731
C34 -14.304 9.324 -21.563  -0.525
C35 -14.365 10.482 -20.541  -0.401
C36 -15.470 11.411 -20.750  0.134
N9 -16.394 12.124 -20.917  -0.483
H57 -15.179 7.357 -21.556  -0.130
H58 -16.131 8.459 -22.504  0.451
H59 -16.174 8.477 -20.657  0.486
H60 -14.138 9.827 -22.516  0.531
H61 -13.385 8.772 -21.365  0.040
H62 -13.498 11.141 -20.585  0.458
H63 -14.369 10.093 -19.523  0.195
C37 -13.737 -2.194 -16.962  -0.763
C38 -13.559 -3.078 -18.207  -1.003
C39 -14.283 -2.527 -19.453  0.820
C40 -15.725 -2.500 -19.290  0.229
N10 -16.867 -2.544 -19.110  -0.618
H64 -14.761 -2.045 -16.619  0.418
H65 -13.261 -1.218 -17.059  -0.143
H66 -13.164 -2.694 -16.182  0.438
H67 -13.952 -4.072 -17.995  0.368
H68 -12.479 -3.192 -18.296  0.467
H69 -14.059 -3.186 -20.292  0.478
H70 -13.983 -1.509 -19.701  -0.779
C41 -11.114 5.908 -13.306  -1.131
C42 -10.442 6.343 -14.631  -0.554
C43 -10.007 5.228 -15.568  1.352
C44 -9.085 5.690 -16.591  -0.224
N11 -8.366 6.065 -17.404  -0.589
H71 -11.578 6.628 -12.632  0.418
H72 -10.353 5.366 -12.745  0.315
H73 -12.021 5.329 -13.484  0.121
H74 -9.620 7.006 -14.360  0.437
H75 -11.130 7.030 -15.123  0.251
H76 -10.897 4.814 -16.041  -0.793
H77 -9.524 4.454 -14.971  0.410
C45 -6.552 3.153 -17.429  -1.121
C46 -7.001 2.138 -18.520  -0.270
C47 -8.138 2.709 -19.263  0.966
C48 -9.406 2.790 -18.461  -0.328
N12 -10.364 2.903 -17.827  -0.189
H78 -7.367 3.304 -16.721  0.101
H79 -6.241 4.115 -17.837  0.358
H80 -5.664 2.757 -16.936  0.435
H81 -7.336 1.183 -18.115  0.175
H82 -6.146 2.093 -19.194  0.173
H83 -8.417 2.021 -20.061  -0.529
H84 -7.961 3.682 -19.722  0.198
C49 -14.248 0.625 -24.653  -1.199
C50 -15.754 1.013 -24.758  1.103
C51 -16.550 0.233 -25.821  -0.395
C52 -16.093 0.240 -27.225  -0.015
N13 -15.803 0.311 -28.350  -0.494
H85 -14.122 -0.444 -24.477  0.546
H86 -13.810 0.968 -23.716  -0.144
H87 -13.627 0.996 -25.468  0.541
H88 -15.812 2.094 -24.881  0.108
H89 -16.251 0.717 -23.834  -0.506
H90 -17.561 0.626 -25.924  0.443
H91 -16.612 -0.807 -25.502  -0.034
C53 -13.571 7.319 -18.306  -1.139
C54 -12.566 6.121 -18.138  0.132
C55 -12.543 5.203 -19.420  2.945
C56 -11.977 5.917 -20.566  -0.169
N14 -11.606 6.527 -21.461  -0.679
H92 -13.428 7.978 -19.162  -0.029
H93 -13.697 7.863 -17.370  0.500
H94 -14.553 6.887 -18.497  0.288
H95 -12.775 5.550 -17.234  -0.107
H96 -11.548 6.495 -18.026  0.207
H97 -13.546 4.924 -19.744  -0.954
H98 -11.931 4.314 -19.268  -1.072
C57 -8.121 -0.010 -14.876  -1.223
C58 -9.614 0.211 -14.808  -0.192
C59 -10.476 -0.866 -15.471  1.402
C60 -10.218 -2.186 -15.065  0.085
N15 -9.944 -3.245 -14.726  -0.611
H99 -7.607 0.715 -14.244  0.402
H100 -7.738 0.144 -15.885  0.093
H101 -7.833 -1.018 -14.578  0.421
H102 -9.870 1.176 -15.244  0.084
H103 -9.924 0.292 -13.766  0.338
H104 -10.225 -0.743 -16.525  -0.286
H105 -11.528 -0.682 -15.252  -0.531
C61 -9.914 -3.353 -22.624  -1.429
C62 -9.655 -1.858 -22.406  0.188
C63 -8.714 -1.684 -21.199  0.293
C64 -9.484 -1.793 -19.933  -0.028
N16 -10.055 -1.838 -18.934  -0.280
H106 -9.027 -3.958 -22.435  0.341
H107 -10.346 -3.561 -23.603  0.415
H108 -10.711 -3.591 -21.920  0.247
H109 -10.592 -1.315 -22.283  -0.140
H110 -9.161 -1.534 -23.322  0.338
H111 -8.301 -0.676 -21.242  -0.437
H112 -7.823 -2.310 -21.223  0.513

No. 2
This record from OMol25 describes a 16-piece molecular cluster, C64H128O16 overall at a distorted geometry. The level of theory is ωB97M-V/def2-TZVPD.

Its HOMO-LUMO gap is 9.467 eV. As for the relative energy (zero: lowest compared OMol25 entry of this formula, charge and spin): 0.0 kJ/mol.

Each line ends with the Mulliken charge.
Positions of all 208 atoms, in Å:
C1 3.186 3.450 2.183  -0.121
C2 4.355 4.029 1.476  -0.798
C3 3.719 4.656 0.249  -0.482
O1 2.499 3.949 0.057  -0.199
C4 2.329 2.978 1.068  1.542
H1 2.659 4.319 2.599  0.267
H2 3.466 2.714 2.954  0.208
H3 5.020 3.224 1.106  0.232
H4 4.982 4.730 2.010  0.490
H5 4.296 4.572 -0.666  0.213
H6 3.427 5.690 0.441  0.159
H7 2.699 1.991 0.699  -1.369
H8 1.267 2.870 1.321  -0.295
C5 -6.153 -3.645 1.342  -0.959
C6 -5.401 -2.704 0.387  0.296
C7 -3.970 -2.725 0.976  1.562
O2 -4.052 -3.227 2.294  -0.189
C8 -5.428 -3.386 2.634  -0.592
H9 -5.943 -4.683 1.059  0.283
H10 -7.243 -3.473 1.278  0.427
H11 -5.837 -1.709 0.452  -0.395
H12 -5.391 -2.993 -0.664  0.434
H13 -3.497 -1.744 1.052  -0.566
H14 -3.294 -3.411 0.454  -1.126
H15 -5.794 -2.430 3.018  0.186
H16 -5.517 -4.146 3.412  0.469
C9 2.615 -0.375 3.270  2.949
C10 3.739 -0.448 4.244  -0.862
C11 3.295 0.414 5.425  -0.548
O3 2.312 1.305 4.850  -0.504
C12 1.578 0.493 3.942  0.904
H17 2.216 -1.356 3.006  -0.556
H18 2.892 0.208 2.397  -1.377
H19 4.625 -0.027 3.796  0.328
H20 4.051 -1.430 4.563  0.418
H21 4.008 1.076 5.886  0.374
H22 2.826 -0.218 6.180  0.268
H23 1.047 1.138 3.290  -0.857
H24 0.837 -0.131 4.467  -0.505
C13 1.451 -3.001 -3.893  0.868
C14 2.409 -1.958 -4.325  1.396
C15 2.498 -2.191 -5.832  -0.811
O4 1.749 -3.364 -6.084  -0.540
C16 0.702 -3.413 -5.127  -0.408
H25 0.888 -2.684 -3.008  -0.089
H26 2.067 -3.843 -3.541  -0.462
H27 3.417 -1.960 -3.882  0.047
H28 1.965 -0.990 -4.098  -1.095
H29 3.515 -2.310 -6.182  0.429
H30 2.059 -1.340 -6.354  0.311
H31 0.328 -4.426 -4.993  0.361
H32 -0.147 -2.754 -5.343  0.065
C17 -2.969 -1.177 6.389  -0.946
C18 -3.863 -1.561 5.201  0.063
C19 -3.690 -0.359 4.295  -0.128
O5 -2.297 -0.004 4.383  0.275
C20 -1.842 -0.448 5.653  -0.386
H33 -2.648 -2.119 6.870  0.337
H34 -3.507 -0.557 7.085  0.335
H35 -4.884 -1.770 5.492  0.585
H36 -3.488 -2.449 4.697  -0.398
H37 -4.385 0.455 4.617  0.303
H38 -3.948 -0.627 3.284  -0.331
H39 -1.542 0.384 6.326  0.439
H40 -0.966 -1.112 5.583  -0.064
C21 5.123 -1.879 0.295  0.657
C22 4.589 -1.426 -1.069  0.186
C23 4.683 0.126 -0.860  1.075
O6 5.765 0.383 0.050  -0.470
C24 6.199 -0.884 0.562  -0.881
H41 5.496 -2.903 0.253  0.227
H42 4.311 -1.755 1.007  -0.510
H43 3.592 -1.833 -1.255  -0.444
H44 5.244 -1.706 -1.898  0.581
H45 3.795 0.582 -0.416  -0.650
H46 4.890 0.691 -1.773  -0.424
H47 6.421 -0.780 1.610  0.372
H48 7.097 -1.124 0.004  0.356
C25 -6.517 1.547 -0.295  -1.035
C26 -5.424 1.052 -1.250  -0.639
C27 -4.187 1.011 -0.376  1.093
O7 -4.725 0.802 0.957  0.443
C28 -5.826 1.705 1.029  -0.613
H49 -7.330 0.832 -0.226  0.225
H50 -6.987 2.464 -0.666  0.348
H51 -5.298 1.737 -2.067  0.580
H52 -5.606 0.085 -1.711  0.373
H53 -3.587 1.903 -0.407  -0.238
H54 -3.516 0.170 -0.620  -0.967
H55 -5.535 2.762 1.181  0.254
H56 -6.468 1.441 1.861  0.416
C29 4.490 -5.831 -0.323  -0.975
C30 3.818 -5.003 -1.381  -0.104
C31 2.399 -4.899 -0.775  1.341
O8 2.374 -5.685 0.445  -0.450
C32 3.701 -5.666 0.919  -0.294
H57 5.570 -5.670 -0.189  0.347
H58 4.338 -6.888 -0.619  0.343
H59 3.724 -5.496 -2.352  0.428
H60 4.258 -4.014 -1.562  -0.144
H61 1.625 -5.306 -1.404  -0.552
H62 2.112 -3.832 -0.581  -0.281
H63 3.860 -6.527 1.599  0.419
H64 3.921 -4.713 1.420  0.067
C33 -0.013 8.521 2.442  -0.818
C34 -0.629 7.173 2.025  -0.210
C35 0.373 6.660 0.981  0.987
O9 1.663 7.091 1.502  -0.357
C36 1.485 8.339 2.208  -0.543
H65 -0.264 8.706 3.497  0.335
H66 -0.443 9.356 1.909  0.284
H67 -1.649 7.307 1.680  0.470
H68 -0.685 6.474 2.842  0.004
H69 0.170 7.155 0.034  0.149
H70 0.308 5.580 0.858  -0.830
H71 1.876 9.228 1.719  0.270
H72 1.942 8.200 3.203  0.346
C37 -0.717 -4.615 2.269  1.141
C38 0.536 -3.772 2.637  0.507
C39 0.000 -2.868 3.793  0.391
O10 -1.094 -3.542 4.398  -0.483
C40 -1.412 -4.731 3.609  -0.634
H73 -0.324 -5.532 1.810  0.223
H74 -1.346 -4.124 1.539  -1.022
H75 0.858 -3.140 1.788  -0.834
H76 1.360 -4.298 3.049  0.524
H77 -0.396 -1.910 3.402  -0.627
H78 0.732 -2.638 4.594  0.411
H79 -2.507 -4.706 3.481  0.175
H80 -1.072 -5.611 4.199  0.209
C41 -2.994 2.933 2.745  0.211
C42 -2.192 3.666 3.781  -0.431
C43 -0.866 2.879 3.722  -0.073
O11 -0.671 2.633 2.367  0.438
C44 -1.962 2.410 1.827  0.383
H81 -3.745 3.537 2.256  0.347
H82 -3.501 2.087 3.257  -0.663
H83 -2.648 3.695 4.777  0.416
H84 -1.981 4.700 3.520  -0.073
H85 -0.965 1.964 4.331  -0.706
H86 -0.112 3.515 4.143  0.605
H87 -2.136 1.331 1.713  -0.611
H88 -1.908 2.868 0.839  0.044
C45 -2.300 -5.357 -2.976  -0.492
C46 -1.050 -6.072 -2.447  -0.190
C47 -1.075 -5.692 -0.947  0.149
O12 -2.420 -5.302 -0.631  -0.442
C48 -2.845 -4.629 -1.796  -0.001
H89 -2.993 -6.054 -3.443  0.260
H90 -1.935 -4.749 -3.818  0.164
H91 -0.117 -5.698 -2.912  -0.052
H92 -1.086 -7.144 -2.681  0.308
H93 -0.414 -4.829 -0.724  -0.507
H94 -0.802 -6.544 -0.329  0.597
H95 -2.394 -3.621 -1.794  -0.227
H96 -3.923 -4.504 -1.816  0.468
C49 4.452 2.760 -4.013  -0.437
C50 4.280 1.938 -5.276  -0.908
C51 2.800 1.705 -5.335  -0.340
O13 2.390 1.737 -3.981  0.765
C52 3.022 2.936 -3.478  0.124
H97 4.886 3.731 -4.280  0.465
H98 5.130 2.287 -3.275  0.107
H99 4.824 0.998 -5.178  0.215
H100 4.646 2.416 -6.166  0.396
H101 2.572 0.780 -5.787  -0.001
H102 2.392 2.552 -5.903  0.396
H103 2.966 2.934 -2.370  -0.711
H104 2.604 3.891 -3.876  0.263
C53 -1.809 4.694 -3.421  -1.006
C54 -0.326 4.423 -3.282  -0.241
C55 -0.120 4.124 -1.824  1.199
O14 -1.437 3.870 -1.286  -0.162
C56 -2.379 3.748 -2.347  0.018
H105 -2.213 4.452 -4.403  0.347
H106 -2.104 5.715 -3.134  0.321
H107 0.227 5.315 -3.559  0.548
H108 -0.022 3.644 -3.988  -0.358
H109 0.247 4.951 -1.202  -0.079
H110 0.504 3.249 -1.669  -0.945
H111 -3.364 4.022 -2.003  0.531
H112 -2.378 2.697 -2.692  -0.310
C57 0.940 0.018 -1.276  1.094
C58 1.024 -0.769 -0.013  2.514
C59 -0.410 -1.268 0.199  0.782
O15 -1.272 -0.393 -0.632  -0.019
C60 -0.415 0.687 -1.088  0.232
H113 0.927 -0.513 -2.233  -0.770
H114 1.710 0.777 -1.363  -0.500
H115 1.439 -0.106 0.770  -1.643
H116 1.668 -1.659 -0.064  -0.734
H117 -0.710 -1.108 1.253  -0.383
H118 -0.513 -2.316 -0.070  -0.481
H119 -0.385 1.406 -0.272  0.259
H120 -0.851 1.158 -1.947  -0.899
C61 -1.554 -0.628 -4.211  0.265
C62 -0.635 0.233 -5.090  1.117
C63 -1.713 1.043 -5.858  -0.753
O16 -2.644 1.348 -4.851  -0.476
C64 -2.845 0.146 -4.099  0.388
H121 -1.121 -0.825 -3.216  -0.563
H122 -1.628 -1.567 -4.723  0.526
H123 -0.039 -0.423 -5.713  -0.058
H124 0.012 0.909 -4.514  -0.777
H125 -2.134 0.529 -6.711  0.288
H126 -1.320 2.016 -6.188  0.391
H127 -3.634 -0.479 -4.522  0.462
H128 -3.089 0.447 -3.106  -0.775

Q: Which formula does entry 2 have?
A: C64H128O16